DFT (the ωB97M-V functional and the def2-TZVPD basis) results for a 10-piece molecular cluster, C16H49N3O19S3 overall in a non-equilibrium geometry.

- Gap between HOMO and LUMO: 9.3 eV
- ΔE to the lowest compared entry with this formula, charge and spin: 0.0 kJ/mol
- HOMO: -0.343 hartree
- E_LUMO: -0.067 eV
- Structure (SMILES): CCOS(C)(=O)=O.CCOS(C)(=O)=O.CCOS(C)(=O)=O.C[N+](=O)[O-].C[N+](=O)[O-].C[N+](=O)[O-].CO.CO.CO.CO

Bonds (Å) are listed after each position.
Geometry (Å):
1 C -0.0571 -0.1212 -0.7393  O2 1.432, H3 1.089, H4 1.090, H5 1.091
2 O 0.6582 -0.9120 0.2170  C1 1.432, H6 0.966
3 H 0.6064 0.6375 -1.1505  C1 1.089
4 H -0.3893 -0.7310 -1.5798  C1 1.090
5 H -0.9585 0.2989 -0.2916  C1 1.091
6 H 1.1622 -0.2903 0.7575  O2 0.966
7 C -4.3773 -1.5504 -0.3383  O8 1.427, H9 1.097, H10 1.085, H11 1.091
8 O -3.5030 -1.0048 -1.3245  C7 1.427, H12 0.969
9 H -3.8231 -1.7637 0.5843  C7 1.097
10 H -5.1709 -0.8627 -0.0653  C7 1.085
11 H -4.7326 -2.5071 -0.7253  C7 1.091
12 H -2.8602 -1.7034 -1.5199  O8 0.969
13 C 3.3109 -1.0235 2.2266  O14 1.405, H15 1.088, H16 1.096, H17 1.096
14 O 2.8586 -2.1751 1.5601  C13 1.405, H18 0.964
15 H 4.1168 -1.3178 2.8964  C13 1.088
16 H 3.6955 -0.2432 1.5593  C13 1.096
17 H 2.5324 -0.5142 2.8065  C13 1.096
18 H 2.3351 -1.8993 0.7990  O14 0.964
19 C 0.0096 -3.6738 1.9095  O20 1.413, H21 1.096, H22 1.089, H23 1.095
20 O -0.0540 -2.4277 2.5726  C19 1.413, H24 0.969
21 H 0.9803 -3.7986 1.4159  C19 1.096
22 H -0.0783 -4.5056 2.6061  C19 1.089
23 H -0.7749 -3.7791 1.1536  C19 1.095
24 H -0.0006 -1.7422 1.8896  O20 0.969
25 O -0.4910 1.9601 3.7891  S26 1.462
26 S 0.6825 1.0965 3.9063  O25 1.462, O27 1.438, O28 1.630, C31 1.817
27 O 1.2497 0.5343 2.7107  S26 1.438
28 O 1.8409 1.9593 4.6606  S26 1.630, C29 1.439
29 C 1.3647 2.9236 5.6169  O28 1.439, C30 1.524, H32 1.095, H33 1.088
30 C 2.5153 3.6498 6.3038  C29 1.524, H34 1.092, H35 1.084, H36 1.090
31 C 0.5565 -0.2107 5.1614  S26 1.817, H37 1.086, H38 1.084, H39 1.090
32 H 0.8061 2.4389 6.4241  C29 1.095
33 H 0.6482 3.5731 5.1185  C29 1.088
34 H 2.0467 4.1724 7.1409  C30 1.092
35 H 3.0606 4.3295 5.6582  C30 1.084
36 H 3.1582 2.9305 6.8118  C30 1.090
37 H 0.0622 0.2591 6.0065  C31 1.086
38 H 1.5576 -0.5674 5.3739  C31 1.084
39 H -0.0527 -0.9893 4.7026  C31 1.090
40 O -1.7902 -3.0052 -2.0850  S41 1.442
41 S -0.6585 -3.7907 -2.5105  O40 1.442, O42 1.426, O43 1.608, C46 1.819
42 O -0.4968 -5.1379 -2.0727  S41 1.426
43 O -0.7135 -3.7623 -4.1178  S41 1.608, C44 1.445
44 C 0.3788 -4.3652 -4.8463  O43 1.445, C45 1.514, H47 1.090, H48 1.091
45 C -0.2149 -4.9572 -6.1064  C44 1.514, H49 1.087, H50 1.096, H51 1.090
46 C 0.8960 -2.8924 -2.2186  S41 1.819, H52 1.086, H53 1.089, H54 1.087
47 H 0.7968 -5.1280 -4.1893  C44 1.090
48 H 1.0908 -3.6097 -5.1829  C44 1.091
49 H -0.9285 -5.7599 -5.9372  C45 1.087
50 H 0.5812 -5.3839 -6.7268  C45 1.096
51 H -0.6238 -4.1692 -6.7394  C45 1.090
52 H 0.9555 -2.0385 -2.8873  C46 1.086
53 H 1.7314 -3.5558 -2.4388  C46 1.089
54 H 0.9643 -2.6365 -1.1644  C46 1.087
55 O 0.3259 3.0768 -1.4640  S56 1.441
56 S -0.5148 3.1376 -2.6327  O55 1.441, O57 1.438, O58 1.636, C61 1.786
57 O -0.1837 4.0754 -3.6716  S56 1.438
58 O -0.6788 1.6306 -3.2489  S56 1.636, C59 1.439
59 C 0.2354 1.2966 -4.3095  O58 1.439, C60 1.534, H62 1.089, H63 1.088
60 C -0.4244 0.9500 -5.6502  C59 1.534, H64 1.088, H65 1.088, H66 1.091
61 C -2.2192 3.4327 -2.1890  S56 1.786, H67 1.088, H68 1.090, H69 1.087
62 H 0.6878 0.3898 -3.9110  C59 1.089
63 H 1.0088 2.0558 -4.4104  C59 1.088
64 H -0.4098 -0.1283 -5.7968  C60 1.088
65 H 0.0662 1.3836 -6.5193  C60 1.088
66 H -1.4492 1.3193 -5.5927  C60 1.091
67 H -2.2936 4.4823 -1.9121  C61 1.088
68 H -2.5854 2.8209 -1.3647  C61 1.090
69 H -2.8533 3.2030 -3.0420  C61 1.087
70 C -0.7721 5.0726 1.0387  N71 1.483, H74 1.080, H75 1.095, H76 1.088
71 N -1.5543 3.8494 1.3402  C70 1.483, O72 1.224, O73 1.210
72 O -2.6838 3.9924 1.7886  N71 1.224
73 O -1.0170 2.7838 1.1396  N71 1.210
74 H -1.3650 5.9734 0.9780  C70 1.080
75 H -0.3024 4.8464 0.0758  C70 1.095
76 H 0.1134 5.1242 1.6691  C70 1.088
77 C 3.7771 1.1956 -0.9878  N78 1.479, H81 1.087, H82 1.084, H83 1.087
78 N 3.2440 0.0139 -1.6987  C77 1.479, O79 1.208, O80 1.210
79 O 2.7755 0.2391 -2.7887  N78 1.208
80 O 3.2718 -1.0966 -1.2185  N78 1.210
81 H 4.4001 1.6642 -1.7456  C77 1.087
82 H 4.4141 0.9343 -0.1499  C77 1.084
83 H 2.9155 1.7833 -0.6825  C77 1.087
84 C -2.8254 0.3063 2.2929  N85 1.502, H88 1.077, H89 1.090, H90 1.082
85 N -3.6808 -0.2821 3.3788  C84 1.502, O86 1.219, O87 1.217
86 O -4.7481 -0.7894 3.0797  N85 1.219
87 O -3.2721 -0.1755 4.5205  N85 1.217
88 H -3.3422 0.2122 1.3527  C84 1.077
89 H -1.9479 -0.3392 2.3404  C84 1.090
90 H -2.5724 1.3089 2.6104  C84 1.082


DFT (the ωB97M-V functional and the def2-TZVPD basis) results for a 6-piece molecular cluster, C16H49N4O7 overall in a non-equilibrium geometry.

- Gap between HOMO and LUMO: 9.7 eV
- ΔE to the lowest compared entry with this formula, charge and spin: 250.4 kJ/mol
- HOMO: -0.431 hartree
- E_LUMO: -2.024 eV
- Charge: +1

Bonds (Å) are listed after each position.
Geometry (Å):
1 N -0.2137 -0.8910 -0.1430  H2 1.010, H3 1.010, H4 1.010, H5 1.010
2 H 0.0905 -0.0674 -0.6422  N1 1.010
3 H -1.0200 -0.7552 0.4499  N1 1.010
4 H 0.5289 -1.2496 0.4402  N1 1.010
5 H -0.4293 -1.4956 -0.9227  N1 1.010
6 C -0.8871 -2.4003 -3.6955  C7 1.518, O9 1.460, H10 1.090, H11 1.090
7 C -2.3186 -2.5003 -4.1906  C6 1.518, O8 1.428, H12 1.090, H13 1.090
8 O -2.8297 -3.7975 -3.8821  C7 1.428, H14 0.960
9 O -0.9508 -2.6140 -2.2530  C6 1.460, H15 0.960
10 H -0.3572 -1.5186 -4.0558  C6 1.090
11 H -0.3885 -3.2789 -4.1049  C6 1.090
12 H -2.3439 -2.2048 -5.2395  C7 1.090
13 H -2.9668 -1.7987 -3.6655  C7 1.090
14 H -3.7734 -3.7897 -4.0581  O8 0.960
15 H -1.6860 -3.2147 -2.1108  O9 0.960
16 C -0.9245 2.6410 -1.2953  C17 1.502, O19 1.374, H20 1.090, H21 1.090
17 C -0.9046 1.5217 -2.2960  C16 1.502, O18 1.378, H22 1.090, H23 1.090
18 O 0.2457 0.7639 -2.2581  C17 1.378, H24 0.960
19 O -0.5637 2.2256 -0.0364  C16 1.374, H25 0.960
20 H -1.8963 3.1275 -1.3795  C16 1.090
21 H -0.1476 3.3660 -1.5378  C16 1.090
22 H -0.8838 1.8783 -3.3258  C17 1.090
23 H -1.8465 0.9735 -2.3157  C17 1.090
24 H 1.0358 1.3084 -2.2885  O18 0.960
25 H -0.5484 2.8988 0.6479  O19 0.960
26 C 3.8077 -2.3823 2.1499  C27 1.628, H32 1.090, H33 1.090, H34 1.090
27 C 2.3068 -1.8850 1.7610  C26 1.628, C28 1.503, N31 1.446, H35 1.090
28 C 1.8264 -0.6961 2.5453  C27 1.503, O29 1.447, H36 1.090, H37 1.090
29 O 0.3896 -0.6888 2.7203  C28 1.447, C30 1.409
30 C -0.0046 0.5019 3.3631  O29 1.409, H38 1.090, H39 1.090, H40 1.090
31 N 2.5503 -1.5368 0.3784  C27 1.446, H41 1.010, H42 1.010
32 H 3.8207 -2.8984 3.1098  C26 1.090
33 H 4.5382 -1.5738 2.1797  C26 1.090
34 H 4.1793 -3.0768 1.3965  C26 1.090
35 H 1.6267 -2.7283 1.8814  C27 1.090
36 H 2.2567 0.2278 2.1587  C28 1.090
37 H 2.2485 -0.7323 3.5496  C28 1.090
38 H -0.9924 0.4277 3.8179  C30 1.090
39 H -0.0367 1.3658 2.6992  C30 1.090
40 H 0.6214 0.7205 4.2281  C30 1.090
41 H 3.2740 -0.8360 0.3063  N31 1.010
42 H 3.0115 -2.3601 0.0184  N31 1.010
43 C -4.8842 -0.1466 2.1075  C44 1.512, H49 1.090, H50 1.090, H51 1.090
44 C -4.1026 -0.6008 0.8953  C43 1.512, C45 1.530, N48 1.505, H52 1.090
45 C -4.4202 0.0253 -0.4643  C44 1.530, O46 1.452, H53 1.090, H54 1.090
46 O -5.2845 -0.7143 -1.3665  C45 1.452, C47 1.456
47 C -6.6927 -0.8004 -1.0046  O46 1.456, H55 1.090, H56 1.090, H57 1.090
48 N -2.6699 -0.3495 1.2829  C44 1.505, H58 1.010, H59 1.010
49 H -4.9964 0.9306 2.2304  C43 1.090
50 H -4.4941 -0.6146 3.0113  C43 1.090
51 H -5.8908 -0.5636 2.1380  C43 1.090
52 H -4.0986 -1.6861 0.7942  C44 1.090
53 H -3.4600 0.0446 -0.9798  C45 1.090
54 H -4.8237 1.0376 -0.4395  C45 1.090
55 H -6.9983 0.2134 -0.7457  C47 1.090
56 H -6.9744 -1.4707 -0.1925  C47 1.090
57 H -7.1975 -1.1073 -1.9206  C47 1.090
58 H -2.5759 -0.6721 2.2353  N48 1.010
59 H -2.6251 0.6567 1.3588  N48 1.010
60 C 2.7267 2.9322 -0.2534  C61 1.513, H66 1.090, H67 1.090, H68 1.090
61 C 3.6766 2.7393 0.9090  C60 1.513, C62 1.503, N65 1.450, H69 1.090
62 C 4.8883 1.9439 0.5096  C61 1.503, O63 1.385, H70 1.090, H71 1.090
63 O 4.5618 0.6055 0.3700  C62 1.385, C64 1.447
64 C 5.6950 -0.2225 0.0168  O63 1.447, H72 1.090, H73 1.090, H74 1.090
65 N 3.9809 4.1313 1.1787  C61 1.450, H75 1.010, H76 1.010
66 H 1.8633 3.5695 -0.0621  C60 1.090
67 H 2.2084 2.0182 -0.5433  C60 1.090
68 H 3.1308 3.3637 -1.1692  C60 1.090
69 H 3.1912 2.3399 1.7995  C61 1.090
70 H 5.6731 1.9725 1.2654  C62 1.090
71 H 5.2602 2.2814 -0.4578  C62 1.090
72 H 5.4048 -1.1715 -0.4341  C64 1.090
73 H 6.2988 -0.5057 0.8789  C64 1.090
74 H 6.4345 0.2566 -0.6248  C64 1.090
75 H 4.6385 4.2092 1.9414  N65 1.010
76 H 3.1116 4.3766 1.6306  N65 1.010


Which of these has the lowest HOMO? C16H49N4O7


Among the records above, which one has the highest ΔE to the lowest compared entry with this formula, charge and spin? C16H49N4O7


Which value of ΔE to the lowest compared entry with this formula, charge and spin does entry 2 give? 250.4 kJ/mol


Which of these has the highest HOMO? C16H49N3O19S3